Record 1
DFT (ωB97M-V/def2-TZVPD) results for a single C24H34N4O4 molecule.

Properties
* ΔE to the lowest compared entry with this formula, charge and spin: 0.912 eV
* LUMO energy: 0.5 eV
* largest force on an atom: 0.7 eV/Å
* total charge: 0
* SMILES: CCOC(=O)N1CCC(Nc2c(NCCCN(CC)c3cccc(C)c3)c(=O)c2=O)CC1
* gap between HOMO and LUMO: 8.24 eV

Each line ends with the Löwdin charge.
Positions of all 66 atoms, in Å:
O1 0.70712 4.26735 1.18951  0.0813
O2 -5.12186 0.05532 -1.20413  0.0873
O3 -4.66126 -0.12987 0.99698  -0.0172
O4 3.91845 3.47938 1.19249  0.0813
N1 3.33367 1.22163 -1.08210  0.0800
N2 3.02265 -1.83675 0.26972  -0.0894
N3 0.15942 1.93793 -1.01350  0.1180
N4 -3.91474 1.65751 -0.14690  -0.0364
C1 -2.13686 2.01375 -1.77838  -0.1024
C2 4.85639 -0.11635 0.36047  -0.1361
C3 2.91131 3.12675 0.62044  -0.2854
C4 -5.40474 -1.88721 2.42848  -0.0624
C5 2.71434 -2.06056 1.67601  -0.2231
C6 -4.59665 0.48850 -0.20347  -0.5588
C7 -0.18790 -1.42560 -2.41731  -0.0822
C8 3.87114 -2.56864 2.52842  -0.0810
C9 -5.44484 -1.32162 1.02131  -0.2296
C10 2.59491 2.09038 -0.37494  -0.1117
C11 -1.62073 1.70742 0.67419  -0.0910
C12 1.43577 3.48008 0.62726  -0.2883
C13 -1.17646 2.36277 -0.64215  -0.3029
C14 1.23545 2.40494 -0.35521  -0.1056
C15 -3.08241 2.04394 0.96986  -0.1219
C16 4.70607 0.95388 -0.72685  -0.1733
C17 4.39423 -1.52570 -0.06630  -0.1610
C18 0.64089 -1.72135 -0.18454  0.0095
C19 -0.42671 -1.64356 -1.06476  -0.2902
C20 1.11813 -1.35105 -2.86399  -0.0837
C21 1.97925 -1.67165 -0.61238  -0.2189
C22 -3.57935 2.33093 -1.38188  -0.1258
C23 -1.82808 -1.85206 -0.57161  -0.0425
C24 2.18328 -1.48474 -1.99227  -0.0713
H1 -5.03553 -2.03229 0.29413  0.1213
H2 -4.27373 1.98999 -2.15101  0.1253
H3 -3.70284 3.40740 -1.23168  0.1319
H4 2.32125 -1.13773 2.13020  0.1267
H5 1.92930 -2.82147 1.72177  0.1140
H6 1.31866 -1.20248 -3.91533  0.1091
H7 -5.80648 -1.16447 3.13344  0.0773
H8 -1.01089 -1.34663 -3.11118  0.1123
H9 -1.50337 0.62593 0.59372  0.1037
H10 -6.46976 -1.08098 0.71826  0.1286
H11 4.29886 0.20603 1.24061  0.1145
H12 4.54997 -1.64811 -1.13708  0.1065
H13 -1.14357 3.44774 -0.49664  0.1546
H14 -2.10663 -2.89586 -0.72539  0.0943
H15 5.13897 1.88654 -0.36044  0.1189
H16 3.48742 -2.77583 3.52486  0.0799
H17 -3.18916 3.12329 1.11602  0.1349
H18 3.17413 -1.49713 -2.41972  0.1000
H19 -4.38115 -2.11676 2.71261  0.0733
H20 0.22897 1.03256 -1.46247  0.1201
H21 5.24007 0.64664 -1.63096  0.1232
H22 0.40448 -1.84705 0.85877  0.0991
H23 -3.42490 1.52878 1.86585  0.1253
H24 5.03185 -2.26700 0.41852  0.1067
H25 -1.86776 2.56880 -2.67759  0.1239
H26 2.84191 0.49539 -1.59495  0.0965
H27 4.27627 -3.49418 2.12643  0.0814
H28 -2.05754 0.94692 -1.99827  0.1058
H29 -5.99829 -2.79551 2.47293  0.0772
H30 5.91182 -0.15989 0.63211  0.1162
H31 -0.98965 2.06911 1.48647  0.1199
H32 -1.91747 -1.63927 0.49197  0.0752
H33 -2.54253 -1.24216 -1.12126  0.0682
H34 4.66739 -1.83613 2.62284  0.0690

=====

Record 2
DFT (ωB97M-V/def2-TZVPD) results for a molecular structure, C24H34N4O5S in a non-equilibrium geometry.

Properties
* ΔE to the lowest compared entry with this formula, charge and spin: 22.426 eV
* LUMO energy: 0.4 eV
* largest force on an atom: 18.8 eV/Å
* total charge: 0
* gap between HOMO and LUMO: 8.69 eV

Each line ends with the Löwdin charge.
Positions of all 68 atoms, in Å:
S1 3.70232 -2.77591 -0.42787  1.1554
O1 -3.24342 1.05018 -1.42568  -0.0037
O2 -4.77232 -1.03112 1.26626  -0.2163
O3 1.86698 -3.89028 -1.83607  -0.0560
O4 2.41000 0.40949 3.76991  -0.1385
O5 -0.59621 -0.55552 -1.72065  0.0573
N1 -1.17570 1.96357 -0.48010  0.0752
N2 1.69692 -1.65581 -1.66573  0.1194
N3 3.21881 -0.30613 -0.53575  0.0219
N4 -2.14059 -1.35414 -0.40400  0.0921
C1 4.72705 -1.56383 0.57611  -0.2629
C2 -1.36063 -1.44355 -1.44363  -0.6440
C3 -1.25464 -2.61758 -2.02825  -0.0792
C4 1.32473 0.16736 2.95080  -0.3105
C5 2.87739 -1.58321 -0.92130  -0.7408
C6 0.31562 1.22152 3.08954  0.0163
C7 -5.38899 -2.03262 2.32023  0.0226
C8 -2.25954 0.88157 -0.54422  -0.3297
C9 1.34340 3.54829 -1.35718  -0.5065
C10 0.15765 -1.09222 1.30689  0.1315
C11 0.20083 3.03223 -2.27008  -0.1450
C12 1.30647 -0.81533 2.18994  -0.0338
C13 -4.48274 -1.73089 0.04234  -0.2374
C14 -0.74915 0.94706 2.37699  -0.1443
C15 -3.21764 -2.45677 0.28308  0.0112
C16 1.37224 5.06899 -1.42468  -0.1083
C17 4.44440 -0.24161 0.12761  -0.1779
C18 -1.06377 2.89345 -1.45465  -0.3061
C19 -0.93766 -0.08337 1.48073  -0.1476
C20 -2.02879 0.03754 0.43735  -0.1464
C21 2.69747 3.02227 -1.56165  -0.1433
C22 0.07477 -3.06128 -3.05207  0.0751
C23 1.33349 -2.78291 -2.05808  -0.5243
C24 3.46381 -0.47797 4.19804  -0.0175
H1 0.42020 1.81344 -2.46596  0.1726
H2 3.84155 -0.39543 3.04950  0.1241
H3 -1.29117 4.03413 -1.10720  0.1538
H4 -2.88987 -2.77308 1.17602  0.0758
H5 0.11628 -1.86340 0.64622  0.0654
H6 -4.58876 -0.96794 -0.60755  0.0709
H7 3.12901 -1.46502 4.22206  0.0622
H8 4.78082 0.67445 0.60873  0.1043
H9 -0.44086 1.77766 0.16320  0.0850
H10 -2.07308 -3.15054 -2.66801  0.1684
H11 0.01543 3.54117 -3.06754  0.0450
H12 -3.12118 -0.10063 1.18893  0.2418
H13 2.19056 5.33525 -0.62135  0.1067
H14 5.46653 -1.83095 1.21536  0.0014
H15 1.74505 5.41682 -2.48801  0.1279
H16 1.09427 -0.77582 -1.80801  0.1698
H17 -1.94584 2.85538 -2.12414  0.1227
H18 1.31003 3.18768 0.02644  0.2198
H19 0.13928 -2.00592 -3.63069  0.1496
H20 0.03248 -3.63769 -3.75197  -0.0123
H21 -1.24761 -3.52220 -1.40978  0.1188
H22 0.51393 5.38517 -0.94803  0.0221
H23 2.77798 3.05393 -2.90176  0.1626
H24 2.61743 1.85974 -1.54083  0.0671
H25 0.22651 1.98378 4.09888  0.2008
H26 -4.63187 -2.64416 2.67710  0.0452
H27 3.50260 3.48773 -1.20529  0.0091
H28 -3.05994 -3.26682 -0.50930  0.1228
H29 -6.30141 -2.66925 1.89059  0.1411
H30 -5.24655 -2.63144 -0.39346  0.1818
H31 -5.59197 -1.45230 3.09366  0.0220
H32 2.09647 -1.39521 2.14183  0.0584
H33 4.24382 -0.20317 4.84016  0.0692
H34 -1.69269 1.65317 2.40606  0.1662

=====

Record 3
DFT (ωB97M-V/def2-TZVPD) results for a molecular structure, C24H35ClCoN4O4PSSi in a non-equilibrium geometry.

Properties
* ΔE to the lowest compared entry with this formula, charge and spin: 0.530 eV
* LUMO energy (alpha / beta): 2.1 / 2.1 eV
* largest force on an atom: 1.1 eV/Å
* multiplicity: 2
* total charge: -1
* gap between HOMO and LUMO (alpha / beta): 7.09 / 7.28 eV

Each line ends with the Löwdin spin population.
Positions of all 72 atoms, in Å:
Co1 -0.85696 -0.12355 0.60648  1.0248
Cl1 1.60630 -0.27412 3.60922  0.0000
S1 -2.09738 -1.36229 2.06410  -0.0042
P1 1.85552 -0.57722 -0.63121  0.0129
Si1 -1.93821 -3.51512 -2.78369  -0.0008
O1 1.00395 -0.65839 2.33295  0.0007
O2 1.78781 1.16493 3.62368  0.0001
O3 2.88806 -0.93644 3.73550  0.0001
O4 0.73809 -0.67306 4.69638  -0.0001
N1 -1.47468 1.02349 3.22160  -0.0021
N2 -0.85841 1.46317 -0.58681  0.0054
N3 -2.18395 -0.61465 4.61886  0.0011
N4 -1.13134 1.29109 1.94173  -0.0106
C1 3.37999 -0.02056 0.25054  0.0013
C2 -3.76549 -3.48195 -3.17657  -0.0002
C3 2.06888 -2.40149 -0.72712  0.0017
C4 2.35967 -0.13007 -2.36534  0.0034
C5 -1.21976 -1.38621 -0.76222  -0.0259
C6 -1.07078 2.51289 1.53843  0.0008
C7 -0.82017 2.62434 0.08396  -0.0025
C8 -1.87120 -0.23357 3.34819  -0.0008
C9 -0.32451 3.81015 -1.93525  -0.0036
C10 -2.16876 4.71741 1.96681  0.0000
C11 -1.31369 3.70294 2.39260  -0.0002
C12 -2.41443 5.82448 2.76774  -0.0001
C13 -0.70034 1.46423 -1.90845  -0.0016
C14 -1.51262 -5.17223 -2.03495  -0.0001
C15 -1.51116 -2.20857 -1.62357  -0.0059
C16 -0.70611 3.81381 3.64313  0.0002
C17 -0.44864 2.61686 -2.62917  0.0020
C18 4.73150 -0.60721 -0.15313  0.0006
C19 -0.94883 4.92213 4.43894  0.0000
C20 1.58367 -0.83983 -3.47613  0.0002
C21 -1.80283 5.92960 4.00761  0.0002
C22 1.87896 -3.10876 0.61439  0.0000
C23 -0.99379 -3.31403 -4.38614  0.0000
C24 -0.51499 3.81611 -0.56550  0.0017
H1 -0.07326 4.72672 -2.45410  -0.0003
H2 -2.04760 -5.29927 -1.09102  0.0000
H3 0.87115 -2.94153 0.99474  0.0001
H4 1.77262 -1.91293 -3.45554  0.0000
H5 1.30020 -2.74217 -1.42506  0.0001
H6 2.03132 -4.18512 0.50001  0.0000
H7 -0.44333 -5.22984 -1.81699  0.0000
H8 -2.15990 -1.61464 4.74431  -0.0001
H9 -2.67251 4.62753 1.01195  0.0000
H10 2.23524 0.95485 -2.44824  0.0001
H11 5.01527 -0.37172 -1.18082  0.0001
H12 -1.21752 -2.34661 -4.84376  0.0000
H13 -0.46572 4.99862 5.40476  0.0000
H14 3.42312 -0.34159 -2.49605  0.0006
H15 -3.08858 6.59880 2.42354  0.0000
H16 -1.64845 -0.11462 5.31525  -0.0003
H17 1.88913 -0.47158 -4.45925  0.0000
H18 3.04602 -2.63178 -1.16392  0.0005
H19 -4.04558 -2.52851 -3.63127  0.0000
H20 -1.77634 -6.00204 -2.69706  0.0000
H21 -4.35112 -3.59753 -2.26157  0.0000
H22 0.08274 -3.35563 -4.20846  0.0000
H23 5.51221 -0.20637 0.49735  0.0001
H24 -0.03466 3.03303 3.97356  0.0000
H25 0.50593 -0.70971 -3.38604  0.0001
H26 -0.33173 2.56728 -3.70287  0.0003
H27 4.74316 -1.69223 -0.03808  0.0000
H28 3.39230 1.07017 0.15340  0.0000
H29 2.57073 -2.73964 1.37330  0.0000
H30 -1.25255 -4.09789 -5.10403  0.0000
H31 3.21680 -0.22393 1.30586  0.0000
H32 -0.41310 4.72286 0.01268  0.0002
H33 -1.99049 6.79179 4.63561  0.0000
H34 -0.78829 0.49250 -2.37373  0.0001
H35 -4.04063 -4.28561 -3.86609  0.0000

=====

Record 4
DFT (ωB97M-V/def2-TZVPD) results for a molecular structure, C24H35N2OY in a non-equilibrium geometry.

Properties
* LUMO energy: -6.4 eV
* largest force on an atom: 2.4 eV/Å
* total charge: +2
* gap between HOMO and LUMO: 7.82 eV

Each line ends with the Löwdin charge.
Positions of all 63 atoms, in Å:
Y1 0.15403 -1.47382 -0.07414  1.6698
O1 -0.31325 0.53601 0.55808  -0.1791
N1 0.95241 3.70981 0.09355  -0.0312
N2 0.05854 2.83085 0.62916  0.0839
C1 1.55625 1.69427 -0.59062  0.0550
C2 0.39320 1.57704 0.21998  -0.3583
C3 -1.75736 4.39254 1.12790  -0.0279
C4 -2.18577 -3.97023 -0.15787  -0.0152
C5 1.06132 -2.68423 2.18451  -0.1412
C6 -0.96207 -1.03539 -2.18829  -0.3006
C7 -2.54612 2.79858 3.28627  -0.0475
C8 1.02202 5.10617 0.46403  0.0290
C9 0.07653 -1.99045 -2.43484  -0.3096
C10 -3.14469 -0.96586 -0.79698  -0.0117
C11 2.98974 3.69832 -1.32111  0.0042
C12 -1.47835 2.40034 2.47638  -0.0097
C13 3.19622 -4.10385 2.25831  -0.0808
C14 -3.15211 4.04576 3.07593  -0.0476
C15 -2.73106 4.85881 2.01442  -0.0413
C16 -1.91435 -1.63573 -1.29572  -0.3006
C17 1.27020 -1.74737 -3.28812  -0.0164
C18 -0.24929 -3.19672 -1.72555  -0.3057
C19 1.86557 3.03742 -0.62886  -0.2379
C20 0.53547 -4.46189 -1.73422  -0.0155
C21 2.47953 -2.89240 1.64908  -0.3140
C22 -1.09328 0.29873 -2.83584  -0.0108
C23 -1.06057 3.22107 1.42199  -0.1762
C24 -1.47476 -2.97231 -1.00588  -0.3104
H1 -3.92499 -0.92188 -1.57394  0.1145
H2 3.07941 -1.99553 1.85181  0.1166
H3 0.33544 5.71531 -0.13675  0.1039
H4 0.29305 -3.24309 1.59166  0.0616
H5 -1.52464 4.95352 0.22213  0.1117
H6 0.94859 -3.07089 3.20609  0.1171
H7 1.02911 -1.90430 -4.35087  0.1165
H8 -1.63848 0.22035 -3.79082  0.1137
H9 -2.89073 2.14149 4.08602  0.1171
H10 3.54139 2.93311 -1.88678  0.1001
H11 2.68295 -5.04168 2.01571  0.0879
H12 0.82903 5.26182 1.53142  0.1220
H13 -0.11229 0.73406 -3.06283  0.0769
H14 2.09572 -2.42333 -3.03152  0.0826
H15 -0.97001 1.45429 2.65469  0.1071
H16 3.24618 -4.02061 3.35005  0.0921
H17 -2.68459 -4.73368 -0.77715  0.1149
H18 -3.56512 -1.49818 0.06475  0.0833
H19 -1.49377 -4.50457 0.51095  0.0798
H20 0.04444 -5.22232 -2.36258  0.1140
H21 2.47310 -3.00361 0.54930  0.0872
H22 4.22464 -4.16896 1.88645  0.0899
H23 1.54358 -4.30233 -2.13746  0.0825
H24 -2.95830 -3.48953 0.45599  0.0842
H25 2.04058 5.43968 0.24531  0.1000
H26 -3.96507 4.37880 3.72965  0.1219
H27 3.70335 4.17473 -0.63134  0.1068
H28 1.62868 -0.71160 -3.18951  0.0765
H29 0.79747 -1.60035 2.26901  0.0663
H30 -3.15725 5.85097 1.86168  0.1217
H31 -1.65020 1.00235 -2.20429  0.0864
H32 2.66118 4.46723 -2.03622  0.1115
H33 -2.92967 0.07028 -0.49697  0.0825
H34 0.63441 -4.89383 -0.72620  0.0836
H35 2.08481 0.87684 -1.06893  0.1130